{"formula": "C15H28F6NO3P2Ti", "method": "ωB97M-V/def2-TZVPD", "symbols": ["C", "C", "N", "C", "C", "C", "C", "P", "Ti", "P", "C", "O", "O", "H", "H", "H", "C", "C", "H", "H", "H", "H", "C", "C", "H", "H", "H", "H", "H", "H", "H", "H", "H", "H", "H", "H", "H", "H", "H", "H", "H", "H", "C", "C", "O", "C", "F", "F", "F", "C", "F", "F", "F", "H", "H", "H"], "positions_angstrom": [[3.9349, 0.9720, -1.5490], [2.8277, 0.5698, -0.7960], [1.5656, 0.7355, -1.2638], [1.3833, 1.2068, -2.5170], [2.4604, 1.5440, -3.3372], [3.7556, 1.4565, -2.8403], [3.0529, -0.0656, 0.5556], [1.6603, -1.1635, 1.0674], [-0.2659, 0.0486, -0.0026], [-1.3467, 1.3631, -1.8238], [-0.0119, 1.3249, -3.0993], [3.1592, 1.8061, 2.6050], [0.5245, 1.7116, 3.2482], [4.9213, 0.8514, -1.1061], [2.2417, 1.8735, -4.3512], [4.6078, 1.7534, -3.4509], [2.1196, -2.7768, 0.3916], [1.7638, -1.3801, 2.8523], [-0.1003, 2.2552, -3.6855], [-0.2135, 0.4703, -3.7707], [3.2054, 0.7331, 1.3514], [3.9570, -0.6975, 0.5263], [-2.8537, 0.8027, -2.6511], [-1.5273, 3.1538, -1.5920], [0.0591, 1.7108, 2.3640], [-0.1339, 1.3636, 3.8777], [2.2139, 1.9016, 2.9027], [3.4566, 2.6782, 2.3070], [-0.1653, -1.2203, -1.0179], [-0.3292, 1.4773, 0.8970], [3.0379, -3.1284, 0.8792], [1.2968, -3.4814, 0.5790], [2.2696, -2.6943, -0.6923], [2.7296, -1.8235, 3.1227], [1.6214, -0.4146, 3.3558], [0.9513, -2.0532, 3.1585], [-1.8863, 3.6147, -2.5204], [-2.2337, 3.3300, -0.7710], [-0.5508, 3.5702, -1.3128], [-3.0316, 1.3873, -3.5618], [-2.7618, -0.2614, -2.9028], [-3.6991, 0.9199, -1.9593], [-4.0788, -1.1279, 0.3198], [-2.8092, -1.5309, 1.0404], [-1.7031, -0.7387, 0.7598], [-3.0691, -1.4276, 2.5866], [-4.1268, -2.1737, 3.0108], [-1.9776, -1.7981, 3.3083], [-3.3316, -0.1226, 2.8956], [-2.4535, -3.0111, 0.6536], [-3.4335, -3.9041, 0.9492], [-2.2290, -3.0698, -0.6951], [-1.3100, -3.4287, 1.2624], [-4.2859, -0.0701, 0.5289], [-4.9118, -1.7420, 0.6731], [-3.9462, -1.2799, -0.7599]], "atomic_forces_ev_per_a": [[-0.188, -0.147, -0.051], [0.107, 0.001, -0.134], [-0.222, -0.155, 0.118], [0.385, 0.054, -0.275], [-0.273, 0.035, 0.209], [-0.098, -0.040, 0.217], [0.020, -0.125, 0.162], [0.702, 0.356, -0.444], [-1.583, -1.477, 1.919], [0.722, 0.207, -0.628], [-0.362, -0.079, -0.030], [-0.513, 0.831, 0.528], [-1.034, -0.243, -0.407], [-0.174, 0.065, -0.207], [0.210, -0.005, 0.230], [-0.208, -0.109, 0.158], [-0.270, -0.271, -0.133], [-0.145, 0.091, 0.375], [0.146, -0.420, 0.030], [0.166, 0.282, 0.231], [-0.246, -0.860, -0.803], [-0.169, 0.349, -0.035], [-0.179, -0.118, -0.068], [-0.214, -0.032, 0.317], [0.424, 0.052, 0.777], [0.467, 0.300, -0.249], [0.828, 0.045, -0.076], [-0.160, -0.172, 0.292], [0.366, -0.547, -1.568], [0.362, 1.463, 0.058], [-0.200, 0.039, -0.137], [0.303, 0.109, -0.083], [-0.038, -0.035, 0.276], [-0.192, 0.127, -0.008], [0.135, -0.333, -0.155], [0.219, 0.108, -0.050], [0.050, -0.030, 0.229], [0.163, 0.143, -0.233], [-0.263, -0.090, -0.042], [-0.037, -0.126, 0.192], [0.007, 0.251, 0.037], [0.193, 0.029, -0.248], [0.001, 0.330, -0.371], [0.007, -0.941, 0.841], [0.205, 0.293, -0.358], [-0.042, 0.197, 0.663], [1.124, 0.741, -0.559], [-0.846, 0.298, -0.517], [0.202, -1.083, -0.220], [0.345, -0.540, -0.434], [0.889, 1.009, -0.234], [-0.271, -0.008, 1.189], [-0.834, 0.283, -0.441], [0.002, -0.312, -0.073], [0.108, 0.140, -0.113], [-0.094, 0.070, 0.338]], "e_above_lowest_ev": 0.0000, "orbital_gap_ev": 8.11, "spin_multiplicity": 1, "total_charge": 1, "homo_ev": -11.9, "total_energy_ev": -81635.77498}